[1]
The following is a quantum chemistry calculation of 7 unconnected molecules or ions with the total composition C21H55NO7 in a non-equilibrium geometry, from the OMol25 dataset.

XYZ file:
```
84
Properties=species:S:1:pos:R:3:forces:R:3
C 2.0420 -0.0481 -2.2226 -0.1574 0.5853 -0.2072
C 1.3860 0.0455 -3.6038 0.0730 0.3814 -1.0233
C 0.3280 -1.0452 -3.7918 0.7229 -1.6361 0.9166
C -1.0084 -0.8203 -3.1204 0.5303 0.0993 -0.0181
C -1.5762 0.3951 -3.7434 0.0674 1.6397 -0.3100
C -0.7029 1.7346 -3.5857 -0.1070 -1.2496 -0.4832
N 0.7396 1.3653 -3.9004 -1.7671 -1.3344 -0.8798
O 1.6297 2.4338 -3.7790 -0.1147 0.4107 0.2202
C -1.3011 2.7366 -4.6110 0.7922 -0.5505 -0.2056
C -0.7901 2.3804 -2.2489 0.1322 0.2525 1.2290
C 2.4897 -0.1353 -4.6751 -0.0634 0.7559 -0.3443
H 2.6998 0.8117 -2.0962 -0.2512 0.2902 0.2262
H 2.7205 -0.8951 -2.1213 -0.3780 -0.3656 -0.0835
H 1.2482 -0.0648 -1.4758 0.3107 -0.0313 0.3357
H 0.2326 -1.4343 -4.8055 -0.4163 1.0216 -0.5682
H 0.7138 -1.9811 -3.3877 0.6001 -0.0008 0.6408
H -0.9783 -0.6602 -2.0427 0.4775 -0.2365 0.2105
H -1.6289 -1.7017 -3.2827 -0.2145 0.0428 -0.0403
H -2.5846 0.5596 -3.3638 -0.0677 0.4430 -0.1331
H -1.6159 0.1982 -4.8147 -0.2962 0.1740 -0.2052
H -0.8841 3.7334 -4.4681 0.3969 -0.0589 -0.3294
H -1.1024 2.2995 -5.5896 0.0752 0.4686 -0.3263
H -2.3760 2.9062 -4.5482 -0.1113 -0.5085 0.4336
H -0.4848 3.4268 -2.2479 0.0395 0.0870 -0.3349
H -1.8135 2.3738 -1.8739 0.0474 -0.2055 0.2878
H -0.0728 1.9149 -1.5729 -0.4162 -0.2569 0.4239
H 3.0115 -1.0913 -4.6305 -0.1297 -0.0574 0.1372
H 3.2205 0.6725 -4.6374 0.2471 -0.0953 0.6402
H 2.1019 0.0393 -5.6787 -0.4950 -0.5109 -0.0814
H 1.5232 2.8154 -4.6535 0.4723 0.4382 -0.0583
C 0.3283 -4.0918 -1.3240 -0.8323 0.2354 -0.6196
C 1.4284 -4.7333 -2.2177 -0.1871 -0.1596 2.5355
O 2.3256 -5.3964 -1.2921 0.5225 0.0163 -0.7122
H 0.0109 -4.6775 -0.4613 0.5525 -0.6820 -0.0172
H -0.6314 -3.9910 -1.8308 0.0280 0.2767 -0.4909
H 0.5312 -3.1240 -0.8655 0.5397 0.1025 -0.4054
H 2.0640 -4.0136 -2.7336 -0.3148 0.0362 -0.0696
H 1.0229 -5.4703 -2.9109 -0.1393 0.1596 -0.1572
H 1.8144 -5.9607 -0.7074 -0.1690 0.0570 -0.0603
C -3.7592 0.2830 5.1797 -0.3507 -0.6331 0.2213
C -3.4564 -1.2261 4.7933 1.2667 1.9669 0.0235
O -3.0907 -1.9417 5.9878 -0.7073 0.4888 -0.1323
H -4.2243 0.9045 4.4145 -0.2961 -0.6114 -0.4823
H -2.8942 0.9041 5.4125 0.5419 -0.6962 0.1222
H -4.4029 0.3621 6.0557 -0.1544 -0.2663 0.0601
H -2.5944 -1.1351 4.1326 0.3157 -0.2457 -0.0224
H -4.1903 -1.7091 4.1481 -0.5777 -0.0513 0.6098
H -2.6792 -2.7870 5.7936 -0.0087 0.0734 -0.4276
C 0.2572 -0.6610 1.5871 0.2344 1.7965 -0.1765
C -0.3116 0.8179 1.5541 0.2516 -2.3576 -0.0239
O -0.5163 1.2200 2.8917 -0.3435 -0.2181 0.2750
H 1.2421 -0.6456 2.0539 -0.1549 -0.4429 0.1321
H 0.3558 -1.0493 0.5733 0.0071 0.1049 -0.1469
H -0.4662 -1.2892 2.1068 0.2083 0.0628 0.2039
H -1.2429 0.6269 1.0208 -0.3316 0.9827 -0.1229
H 0.3089 1.5954 1.1084 0.1208 -0.4269 -0.7106
H -0.9806 2.0598 2.8631 -0.2757 0.4707 0.1731
C 2.2632 4.5166 1.6233 1.2723 -1.1849 0.3291
C 3.4462 3.8240 0.9780 0.4768 0.4726 -0.5277
O 3.3628 3.9017 -0.4124 -0.4600 0.5066 -1.6194
H 2.4378 4.4024 2.6931 -0.5418 0.2276 0.2361
H 1.4540 3.8580 1.3075 -0.8043 0.8049 0.2532
H 2.2425 5.5687 1.3392 -0.4536 -0.2202 -0.0872
H 3.4414 2.7422 1.1106 0.4545 -0.0041 1.4118
H 4.3797 4.3554 1.1634 0.2221 -0.5584 0.7266
H 2.4618 3.6231 -0.5916 -0.1596 -0.0493 -0.7525
C -3.9005 -1.4321 0.6574 -0.3876 1.4929 -0.0983
C -4.1538 -2.8303 1.0419 -1.0954 -0.6200 0.5153
O -3.1831 -3.2516 1.9705 0.8430 -0.4401 -0.0013
H -4.8017 -0.9594 0.2668 -0.1535 -0.2483 -0.5106
H -3.0917 -1.2386 -0.0471 0.1068 -0.1794 0.1875
H -3.7831 -0.8439 1.5675 0.6162 -0.0102 0.1026
H -4.2893 -3.5263 0.2141 0.4198 0.0024 -0.3079
H -5.1037 -2.8682 1.5752 -0.4644 0.1249 -0.0445
H -3.2153 -4.2106 1.9973 0.1480 -0.1151 0.1675
C 3.4930 0.6120 5.2728 2.8408 1.3074 0.3575
C 2.9430 0.8057 3.8630 0.3316 -1.0742 2.7744
O 1.6560 0.4278 4.2620 -1.6693 0.3273 -1.5799
H 4.3043 1.3222 5.4328 0.9143 -0.2358 -0.0486
H 3.8723 -0.3910 5.4680 -0.3001 0.0355 0.1255
H 2.8195 0.9844 6.0447 -0.4812 -0.6070 -0.3513
H 3.3758 0.0881 3.1659 0.0923 0.0667 -0.2968
H 3.1667 1.8258 3.5510 -0.7744 0.1742 -0.3072
H 0.9864 0.8573 3.7246 -0.7383 -0.0273 -0.3022
```
Forces are in eV/Å.

Computed properties:
multiplicity	2
net charge	-1
energy relative to the best compared isomer or geometry (same formula, charge and spin)	1.4767	eV
energy	-1414.31274	Eh
max |F|	3.15	eV/Å


[2]
The following is a quantum chemistry calculation of 7 unconnected molecules or ions with the total composition C21H56O21S7 in a non-equilibrium geometry, from the OMol25 dataset.

XYZ file:
```
105
Properties=species:S:1:pos:R:3:forces:R:3
O 2.4475 4.4405 4.2180 1.4579 1.6495 -3.0699
S 3.0795 5.4506 3.3136 0.4240 1.0572 2.4082
O 4.3141 6.1192 3.7873 -2.5762 -1.6198 -1.5544
O 3.2691 4.8758 1.7725 -0.5004 -0.5801 2.0195
C 3.9984 5.6500 0.8151 -0.4321 0.3565 -2.0103
C 3.4128 5.2728 -0.5645 -1.1702 -1.0478 0.1226
C 1.7623 6.7195 2.9633 1.7441 -0.9259 0.3761
H 5.0675 5.4450 0.8701 -0.1386 0.2550 0.3364
H 3.7312 6.7045 0.8840 0.6132 0.1260 0.6296
H 2.3258 5.3054 -0.4905 -0.3210 0.4625 0.3090
H 3.4992 4.2222 -0.8418 0.7857 -0.0331 0.0722
H 3.5979 5.8778 -1.4521 0.7534 0.2517 0.4453
H 1.8257 7.4673 3.7538 -0.2004 -0.2815 0.1115
H 0.8435 6.1331 2.9635 -0.0279 0.5107 -0.2234
H 2.0898 7.1903 2.0364 -0.5861 -0.0970 -0.0821
O 2.3207 2.1649 0.2057 -3.9426 -0.1738 0.1080
S 0.8464 2.3058 0.2566 2.6447 1.4223 -1.8832
O 0.0929 3.0376 -0.7924 1.1097 -1.3725 2.0016
O 0.1560 0.7972 0.3757 -0.2149 0.6977 0.0034
C -1.1735 0.5904 -0.0869 -0.4117 -1.9993 -0.0876
C -1.5945 -0.8959 0.1030 0.3175 0.7479 -0.0751
C 0.3869 3.1032 1.9053 -0.5222 -0.7989 0.2375
H -1.3876 0.9223 -1.1029 0.6271 0.5748 -0.3787
H -1.8746 1.1840 0.4998 -0.3190 0.5571 0.7244
H -1.1213 -1.3133 0.9918 -0.1194 -0.0814 -0.0204
H -1.3468 -1.4717 -0.7887 0.5040 0.0114 -0.0333
H -2.6784 -0.9895 0.1705 0.0715 0.4048 0.3035
H 0.9883 2.6066 2.6667 0.1140 -0.1937 -0.1959
H -0.6677 2.8341 1.9649 -0.0593 0.1989 0.1888
H 0.5847 4.1746 1.8722 0.0944 -0.2332 -0.6581
O 5.8762 1.9129 -4.0197 -1.6618 -1.3887 2.8835
S 4.9194 1.5774 -2.9493 1.4854 0.4504 -0.3244
O 3.5905 2.0885 -3.0924 -0.4826 -0.2611 0.1023
O 4.8595 -0.0484 -2.7120 1.4553 2.1686 -1.3095
C 3.8607 -0.5232 -1.8583 -0.4409 -2.5228 0.2550
C 4.4401 -1.8016 -1.1653 -0.5655 0.4551 0.2768
C 5.4681 2.0816 -1.2485 1.1017 0.1740 -1.1637
H 3.0484 -0.8662 -2.4990 -0.3551 0.2443 0.0951
H 3.4853 0.2369 -1.1731 0.1365 -0.1123 0.1412
H 4.7764 -2.6118 -1.8122 0.4019 0.6893 -0.6708
H 3.6655 -2.3637 -0.6435 -0.3386 0.5185 0.5065
H 5.2344 -1.5323 -0.4691 -0.0028 -0.1258 -0.0193
H 4.8249 1.7744 -0.4239 -0.2477 -0.0075 -0.5004
H 5.6012 3.1628 -1.2863 -0.4248 0.0286 -0.0454
H 6.4793 1.7092 -1.0841 -0.0853 -0.3462 -0.1369
O -5.2941 1.0717 3.9230 2.1171 -0.1842 -2.0065
S -4.1473 0.5029 3.2072 0.3059 -2.1887 3.2776
O -4.1168 0.1384 1.7984 0.0828 1.5652 1.2525
O -2.7201 1.3351 3.5550 -1.3268 -1.0700 -1.3481
C -2.1874 1.4296 4.8948 0.1809 1.9210 0.6573
C -1.4500 2.8316 4.9601 -0.0555 -1.3700 -0.2152
C -3.7932 -1.1082 4.1130 -0.4808 1.2414 -0.3808
H -1.4812 0.6531 5.1889 -0.0587 -0.3509 -0.7651
H -2.9861 1.3978 5.6359 -0.2466 0.1655 -0.2087
H -1.5807 3.2646 5.9518 -0.0769 0.2297 -0.2585
H -1.7734 3.4748 4.1418 -0.5814 0.1536 0.3930
H -0.3809 2.7160 4.7815 0.1170 -0.2693 0.2484
H -4.6853 -1.7178 3.9690 0.2324 -0.1406 -0.6209
H -3.7692 -0.9966 5.1970 0.3221 0.5717 -0.0998
H -2.8527 -1.4940 3.7198 -0.3014 -0.1359 -0.0263
O 0.8438 0.3170 3.4960 0.2664 -2.5115 0.6510
S 1.1811 -1.1111 3.6566 1.8650 -0.8943 0.2182
O 2.0554 -1.6475 4.7457 -2.5881 1.8245 -2.7379
O -0.2234 -1.9221 3.6345 0.2997 0.5012 -0.4289
C -0.1723 -3.3394 3.9675 0.6341 -1.7636 1.0492
C -1.3723 -4.1445 3.3950 0.4749 2.4942 0.6492
C 1.9229 -1.6277 2.0082 -0.4496 0.5350 0.8957
H -0.0966 -3.3586 5.0547 -0.2398 -0.2361 -0.0243
H 0.7330 -3.8327 3.6137 0.3342 0.5322 -0.2343
H -1.2785 -3.9497 2.3267 -0.7044 -0.4631 -0.1331
H -2.2026 -3.6109 3.8576 -0.6273 -0.2832 -0.6205
H -1.4790 -5.1956 3.6633 0.6837 0.1672 -0.0385
H 2.6496 -2.4330 2.1151 -0.0179 0.2648 0.2882
H 2.3568 -0.6925 1.6543 0.2891 -0.2135 0.0037
H 1.1534 -1.9354 1.3001 -0.2102 0.0709 0.3032
O -2.2379 -7.7028 -4.0332 -2.4093 3.1510 1.9737
S -3.1121 -6.5386 -3.6584 2.4299 -0.1763 -2.3869
O -4.5018 -6.5604 -4.0668 1.3016 0.2104 0.8121
O -2.9454 -6.1031 -2.1059 -1.1259 -0.1639 0.5979
C -3.9238 -5.0781 -1.5323 0.8124 0.5367 -1.6013
C -3.1094 -3.9121 -0.9965 -0.1100 -0.5570 0.8356
C -2.1666 -5.0155 -4.3426 -0.6169 -1.1062 0.1481
H -4.5584 -5.4847 -0.7448 0.2056 -0.5426 -0.4088
H -4.4942 -4.7109 -2.3854 -0.4257 -0.3769 0.1834
H -2.6043 -4.3082 -0.1155 0.9209 0.1591 -0.2560
H -3.7166 -3.1288 -0.5426 -0.5978 -0.0481 -0.4015
H -2.4859 -3.4461 -1.7594 0.2481 -0.2717 0.2095
H -1.1337 -5.1351 -4.0158 -0.1275 -0.2678 0.0351
H -2.5311 -4.0548 -3.9790 -0.4239 -0.2834 0.0980
H -2.2079 -5.0209 -5.4318 -0.1386 -0.2187 0.1045
O -4.4859 -1.7457 -5.2740 2.7387 1.6465 0.2969
S -3.4103 -0.7346 -5.2576 -1.3897 1.1494 0.6244
O -3.6496 0.5336 -4.4911 0.8890 -3.0059 -1.8531
O -2.0060 -1.4100 -4.6802 -0.9252 0.7187 -0.4980
C -0.7655 -0.6151 -4.9853 -2.1154 0.1772 -0.2816
C 0.2159 -0.8844 -3.9016 0.6220 -1.3535 -0.8833
C -2.9592 -0.2836 -7.0434 -1.0253 -0.9496 2.0151
H -1.0748 0.4293 -5.0255 0.1188 0.0611 -0.1005
H -0.5083 -0.9907 -5.9757 0.6243 0.3478 0.1620
H 0.5627 -1.8871 -4.1515 0.0368 -0.4064 0.7172
H -0.2615 -0.8838 -2.9217 0.3088 0.3021 -0.0264
H 1.1332 -0.3093 -4.0278 -0.3099 0.5680 0.3822
H -3.9036 -0.4544 -7.5601 -0.0384 0.5306 0.0482
H -2.2886 -1.0555 -7.4210 0.3873 0.4826 0.1373
H -2.6487 0.7553 -6.9327 0.2008 -0.2868 -0.6390
```
Forces are in eV/Å.

Computed properties:
multiplicity	2
net charge	+1
energy relative to the best compared isomer or geometry (same formula, charge and spin)	0.1519	eV
energy	-5200.42341	Eh
max |F|	4.43	eV/Å


[3]
The following is a quantum chemistry calculation of 3 unconnected molecules or ions with the total composition C21H57N6O6P3S2Si in a non-equilibrium geometry, from the OMol25 dataset.

XYZ file:
```
96
Properties=species:S:1:pos:R:3:forces:R:3
C -9.1525 0.2008 -5.5171 -0.0890 0.1335 -0.1898
Si -8.3259 1.8075 -6.0222 -0.3953 0.3763 -0.1179
C -9.5967 3.1613 -5.8563 0.0688 -0.3552 0.2928
C -7.7357 1.7031 -7.8002 0.2023 -0.0666 0.0965
O -7.0689 2.2446 -5.0160 -0.0519 -0.5656 -0.1844
C -6.0033 1.3193 -4.8258 0.0217 0.6927 0.4128
C -6.1687 0.6332 -3.4723 -0.2477 -0.3284 -0.2954
C -4.9480 -0.1782 -3.0427 -0.3025 0.3160 -0.8577
C -3.6199 0.5455 -3.0942 0.3435 -0.3867 0.5885
C -3.5511 1.8089 -2.2399 0.3199 -0.1174 -0.1005
C -4.2778 1.7310 -0.8559 0.6203 -0.3140 -0.7515
P -3.0788 2.1222 0.5245 -0.4939 0.8011 0.5323
S -3.4678 3.8450 1.3216 0.1082 0.0451 -0.1264
S -5.2378 0.2317 -0.4999 -0.8071 0.2092 1.3316
O -4.6424 -0.4622 0.5994 0.2635 -0.2044 -0.2918
O -6.5881 0.6649 -0.3165 -0.0293 0.0477 -0.5181
O -5.1454 -0.7570 -1.7298 0.4935 0.3280 -0.0764
H -9.1615 0.0428 -4.4382 0.0901 -0.0979 -0.0296
H -10.2005 0.2884 -5.8224 0.0218 -0.0318 -0.0129
H -8.7559 -0.6680 -6.0453 0.1057 -0.0662 0.2257
H -9.2430 4.1215 -6.2293 -0.1120 0.0347 0.0278
H -9.8688 3.2433 -4.8002 0.0713 0.2089 -0.0216
H -10.5095 2.8543 -6.3728 0.0695 0.1608 -0.1774
H -6.8068 2.2612 -7.9428 -0.0512 0.0534 0.0360
H -7.5474 0.6781 -8.1259 -0.0792 0.0231 -0.0533
H -8.4863 2.1525 -8.4539 0.0015 -0.1121 -0.0503
H -5.9461 0.5976 -5.6508 0.1043 -0.0316 0.0557
H -5.0936 1.9267 -4.8194 0.0886 -0.1802 -0.1758
H -7.0006 -0.0711 -3.5552 -0.0489 0.0750 0.1717
H -6.4812 1.3822 -2.7437 0.2278 0.0455 0.0274
H -4.8766 -1.0298 -3.7218 -0.0215 -0.1948 0.2783
H -2.8596 -0.1478 -2.7167 -0.1220 -0.1241 -0.0603
H -3.3459 0.7263 -4.1341 -0.0739 0.2477 0.0457
H -3.8830 2.6738 -2.8141 -0.3032 0.0118 0.2302
H -2.4936 1.9829 -2.0355 -0.0110 0.1451 -0.1784
H -4.9940 2.5486 -0.8116 -0.1779 -0.1925 0.2244
H -1.8263 2.0445 -0.1087 -0.0189 -0.3296 -0.0080
H -3.1177 1.0767 1.4461 0.1387 -0.2256 -0.2284
O 0.2835 -0.9572 2.2163 1.2213 -1.0645 1.4176
P 0.7963 -1.7644 1.0922 -1.7746 0.9420 -3.5255
N 1.7280 -0.6999 0.1558 0.2729 0.0232 0.2223
C 2.2061 -0.9752 -1.1886 0.2660 -0.2051 -0.0442
C 2.6731 0.1238 0.9091 -0.2142 0.2846 0.2500
N -0.6080 -2.2303 0.2558 -0.1366 0.3224 0.0805
C -0.7025 -2.2653 -1.1885 0.0818 -0.4053 -0.0671
C -1.8735 -1.7930 0.8413 0.0296 -0.0031 0.0588
N 1.6220 -3.2218 0.8287 0.1955 -0.1549 2.0265
C 0.8957 -4.4317 1.2753 -0.1207 -0.1502 -0.2199
C 2.9421 -3.2342 1.4970 0.3030 0.1968 -0.2995
H 3.0214 -1.7107 -1.2278 -0.0066 -0.0011 0.0454
H 2.5818 -0.0452 -1.6198 0.0193 0.0210 0.0783
H 1.4161 -1.3153 -1.8435 -0.0290 -0.0799 0.0435
H 3.5362 -0.4363 1.2912 0.0557 0.0384 -0.0975
H 2.1696 0.5844 1.7579 -0.0402 -0.0756 0.0069
H 3.0541 0.9247 0.2740 -0.0514 -0.0238 -0.0588
H -0.7304 -1.2598 -1.6336 0.0045 -0.0127 -0.0285
H -1.6209 -2.7826 -1.4780 -0.0377 0.0455 0.0635
H 0.1171 -2.8338 -1.6269 0.0628 0.0599 0.0284
H -2.0799 -0.7400 0.6297 -0.0430 -0.0002 0.0101
H -1.8801 -1.9356 1.9172 0.0747 0.1118 0.0112
H -2.6910 -2.3868 0.4299 0.0553 0.0159 -0.1227
H 0.6496 -4.4055 2.3416 0.0510 -0.0241 0.0142
H 1.5261 -5.3011 1.0869 0.0703 0.0487 0.0297
H -0.0218 -4.5598 0.7111 -0.0273 0.1283 0.0041
H 2.8630 -3.0236 2.5687 0.0490 -0.1044 0.0251
H 3.6167 -2.5053 1.0496 -0.1046 0.0866 -0.0221
H 3.4153 -4.2064 1.3675 -0.1118 -0.0543 -0.0040
O 7.2398 0.4887 6.5028 -1.9692 -0.7276 0.5081
P 6.9591 0.3863 5.0582 3.0427 1.4139 -2.2840
N 7.9533 -0.8585 4.4820 -0.1992 -0.2965 0.1493
C 8.2172 -1.1286 3.0799 -0.2308 -0.1499 -0.1856
C 7.9343 -2.0854 5.2785 0.1850 0.0603 0.3875
N 7.4563 1.8933 4.4444 0.3403 -0.0318 0.2637
C 8.1502 2.0537 3.1816 -0.3268 0.0618 -0.2592
C 7.9545 2.8512 5.4291 0.0327 0.0300 0.1016
N 5.6319 0.2350 4.0113 -1.2104 -0.1674 1.6762
C 4.6839 1.3724 4.0502 0.0401 0.1852 -0.2289
C 4.8452 -0.9900 4.2757 0.1733 -0.3468 -0.2784
H 7.3648 -1.5720 2.5451 -0.0192 0.0046 0.0408
H 9.0490 -1.8326 3.0132 -0.0261 -0.0275 0.0719
H 8.5265 -0.2433 2.5422 -0.0735 0.0596 0.0118
H 7.0044 -2.6584 5.1772 0.0523 -0.0546 -0.0740
H 8.0665 -1.8485 6.3324 -0.0582 0.0599 -0.0136
H 8.7588 -2.7327 4.9769 0.0281 0.0639 -0.0532
H 9.1862 1.6943 3.2203 0.0053 0.0125 -0.0296
H 8.1759 3.1132 2.9151 0.0137 0.0120 0.0787
H 7.6186 1.5516 2.3734 0.0053 -0.0787 0.0384
H 8.9834 2.6376 5.7412 -0.0029 0.0229 0.0198
H 7.3246 2.8648 6.3126 0.0391 -0.0990 0.0249
H 7.9270 3.8510 4.9889 0.0233 -0.0387 -0.0776
H 4.2685 1.5398 5.0488 -0.0474 -0.0375 -0.0106
H 3.8619 1.1605 3.3665 -0.0054 -0.0894 0.0474
H 5.1652 2.2856 3.7168 0.1124 -0.0286 0.0642
H 4.5059 -1.0608 5.3140 -0.0659 0.0409 -0.0173
H 5.4205 -1.8852 4.0415 0.1084 0.0640 0.0195
H 3.9673 -1.0020 3.6300 -0.0066 0.0852 0.0106
```
Forces are in eV/Å.

Computed properties:
multiplicity	1
SMILES	C[Si](C)(C)OCC[C@H]1CC[C@H]([PH2]=S)S(=O)(=O)O1.CN(C)P(=O)(N(C)C)N(C)C.CN(C)P(=O)(N(C)C)N(C)C
energy	-3724.33920	Eh
max |F|	4.06	eV/Å


- Number 2 is which compound?
  C21H56O21S7